[1]
{
  "formula": "C2H10NO",
  "method": "ωB97M-V/def2-TZVPD",
  "symbols": ["C", "O", "H", "H", "H", "H", "C", "N", "H", "H", "H", "H", "H", "H"],
  "coordinates": [[0.6999, 1.2120, -1.8213], [-0.3520, 0.4968, -1.2627], [-1.1395, 1.0696, -0.9529], [1.0279, 0.5626, -2.7264], [0.1747, 2.0019, -2.3951], [1.5391, 1.2542, -1.0654], [-0.4078, -0.4112, 1.9632], [-0.1186, -1.3133, 0.7131], [0.3574, -2.1981, 0.8284], [-0.8710, -1.5365, 0.0699], [0.4653, -0.6335, -0.0710], [-1.4082, 0.2725, 1.7697], [0.4926, 0.2428, 2.0787], [-0.4597, -1.0200, 2.8718]],
  "forces_ev_per_a": [[0.645, -1.034, -2.862], [-3.259, -0.512, 2.232], [2.182, -1.086, -0.902], [0.049, 0.853, 1.633], [1.523, 0.819, 0.968], [-0.795, 1.156, -1.204], [-1.027, 1.176, -1.041], [1.759, 2.997, -2.209], [0.460, -0.050, 0.755], [-0.895, 0.174, 0.488], [-2.001, -1.958, 2.380], [2.735, -2.080, 0.493], [-0.950, -0.466, -0.260], [-0.426, 0.011, -0.471]],
  "spin_multiplicity": 1,
  "total_charge": 1,
  "e_homo_ev": -14.99,
  "lumo_ev": -3.63
}

***

[2]
{
  "formula": "C5H8N2O2S",
  "method": "ωB97M-V/def2-TZVPD",
  "symbols": ["C", "C", "C", "C", "C", "N", "N", "O", "O", "S", "H", "H", "H", "H", "H", "H", "H", "H"],
  "coordinates": [[1.1669, -0.0239, 0.4185], [0.8070, 1.3187, 0.0209], [-0.7936, -1.2830, -0.0763], [1.9909, 2.3021, -0.0348], [-1.6945, -2.3817, -0.4154], [-0.3624, 1.7205, -0.3994], [0.5044, -1.1556, 0.2415], [-2.6797, 0.4885, -0.8766], [-1.8080, 0.5961, 1.3755], [-1.5258, 0.4856, -0.0338], [2.2789, -0.1476, 0.6440], [2.1023, 2.8800, 0.9896], [2.8988, 1.8977, -0.4749], [1.6993, 3.1454, -0.6241], [-1.1859, -3.0683, -1.1360], [-1.8755, -3.0311, 0.5269], [-2.5598, -1.7699, -0.7083], [1.0368, -1.9735, 0.5629]],
  "forces_ev_per_a": [[3.626, 2.862, 0.233], [1.574, -1.476, 0.008], [1.948, 4.107, 0.275], [-1.164, 1.263, 2.059], [0.973, -1.274, 1.487], [-1.628, -2.237, 0.054], [-2.472, -2.168, 0.164], [0.227, 0.238, -0.957], [0.449, 0.171, 0.099], [0.289, -0.490, 1.132], [-1.885, -0.020, -0.159], [0.266, -1.755, -1.658], [0.053, -0.157, 0.538], [-0.369, 0.342, -0.843], [-1.005, 0.622, 0.018], [-0.158, 1.122, -1.419], [-0.319, -1.264, -0.444], [-0.406, 0.114, -0.588]],
  "spin_multiplicity": 1,
  "total_charge": 0,
  "e_homo_ev": [-8.07, -8.07],
  "lumo_ev": [-0.27, -0.27]
}

***

[3]
{
  "formula": "C38H79NO8",
  "method": "ωB97M-V/def2-TZVPD",
  "symbols": ["C", "C", "C", "O", "C", "H", "H", "H", "H", "H", "H", "H", "H", "C", "C", "C", "O", "C", "H", "H", "H", "H", "H", "H", "H", "H", "C", "C", "C", "O", "C", "H", "H", "H", "H", "H", "H", "H", "H", "C", "C", "C", "O", "C", "H", "H", "H", "H", "H", "H", "H", "H", "C", "C", "C", "O", "C", "H", "H", "H", "H", "H", "H", "H", "H", "C", "C", "C", "O", "C", "H", "H", "H", "H", "H", "H", "H", "H", "C", "C", "C", "O", "C", "H", "H", "H", "H", "H", "H", "H", "H", "C", "C", "C", "O", "C", "H", "H", "H", "H", "H", "H", "H", "H", "C", "C", "N", "C", "C", "C", "C", "H", "H", "H", "H", "H", "H", "H", "H", "H", "H", "H", "H", "H", "H", "H"],
  "coordinates": [[-20.0845, 27.1440, 3.5468], [-20.9070, 28.3912, 3.8078], [-21.5932, 28.2530, 5.1335], [-21.6692, 26.8160, 5.2355], [-20.5073, 26.2678, 4.6632], [-19.0328, 27.3711, 3.7213], [-20.1695, 26.6815, 2.5635], [-21.6498, 28.4037, 3.0101], [-20.2244, 29.2241, 3.6392], [-22.6167, 28.6275, 5.1188], [-20.9998, 28.6946, 5.9341], [-20.6339, 25.2461, 4.3054], [-19.7062, 26.2339, 5.4017], [-14.4285, 26.1007, 7.5396], [-13.2832, 25.3406, 8.0873], [-12.7086, 26.2352, 9.2177], [-13.4855, 27.4178, 9.1665], [-14.7192, 27.1116, 8.5890], [-15.2766, 25.4321, 7.3923], [-14.2796, 26.5689, 6.5667], [-12.4838, 25.0501, 7.4056], [-13.6235, 24.4408, 8.5998], [-11.6965, 26.5527, 8.9668], [-12.7195, 25.7406, 10.1889], [-15.2446, 28.0322, 8.3349], [-15.3531, 26.7092, 9.3791], [-15.9463, 23.1911, 4.8537], [-15.5641, 23.8533, 6.1455], [-14.1467, 24.2116, 5.8497], [-14.1352, 24.5459, 4.4380], [-15.3270, 24.0895, 3.8389], [-17.0176, 23.0344, 4.7279], [-15.4472, 22.2245, 4.7856], [-15.6942, 23.2452, 7.0407], [-16.1273, 24.7681, 6.3298], [-13.5290, 23.3397, 6.0648], [-13.8341, 25.0873, 6.4186], [-15.1674, 23.5930, 2.8817], [-15.9459, 24.9696, 3.6642], [-15.6047, 23.6274, 8.7763], [-15.5546, 24.2306, 10.1718], [-14.1743, 23.8593, 10.8329], [-13.8959, 22.6789, 10.1480], [-14.3578, 22.6861, 8.7891], [-15.6048, 24.3887, 7.9962], [-16.5179, 23.0327, 8.7532], [-16.3584, 23.8358, 10.7932], [-15.7654, 25.2944, 10.0618], [-14.1140, 23.7569, 11.9164], [-13.5127, 24.7168, 10.7102], [-14.5860, 21.6502, 8.5384], [-13.5703, 23.0648, 8.1375], [-18.4175, 23.4302, 5.8135], [-18.7135, 21.9430, 5.9452], [-18.7312, 21.3567, 4.5460], [-18.1886, 22.3912, 3.7922], [-18.5373, 23.6529, 4.3452], [-17.4829, 23.6636, 6.3236], [-19.1564, 24.0022, 6.3747], [-19.6429, 21.7434, 6.4785], [-18.0104, 21.3077, 6.4837], [-19.7532, 21.0788, 4.2885], [-18.2310, 20.4047, 4.3686], [-19.5168, 23.9845, 4.0007], [-17.8540, 24.4489, 4.0491], [-17.7203, 29.8512, 8.4412], [-18.7189, 30.3207, 7.4660], [-19.8988, 29.4027, 7.8018], [-19.9181, 29.0857, 9.1660], [-18.6018, 29.4246, 9.5732], [-16.9837, 30.5668, 8.8065], [-17.1593, 28.9761, 8.1134], [-18.4317, 30.1695, 6.4255], [-18.9435, 31.3730, 7.6402], [-19.6632, 28.4517, 7.3241], [-20.8144, 29.8104, 7.3732], [-18.1165, 28.5849, 10.0707], [-18.6365, 30.3054, 10.2144], [-21.9730, 27.5959, 8.7178], [-22.5039, 28.9856, 9.0272], [-22.6249, 29.6698, 7.6773], [-22.2989, 28.6495, 6.7081], [-22.5605, 27.3651, 7.3429], [-22.2328, 26.8234, 9.4416], [-20.8837, 27.6071, 8.6821], [-21.8865, 29.5730, 9.7068], [-23.4705, 28.9079, 9.5250], [-21.8703, 30.4332, 7.4877], [-23.5792, 30.1720, 7.5187], [-22.1012, 26.4812, 6.9003], [-23.6123, 27.0827, 7.3889], [-19.3905, 26.6433, 7.8867], [-17.8725, 26.8149, 7.4733], [-17.2087, 25.5480, 7.9518], [-18.1837, 24.5250, 7.8460], [-19.4700, 25.1748, 8.1866], [-20.0730, 26.9030, 7.0775], [-19.7883, 27.1978, 8.7366], [-17.4181, 27.7294, 7.8544], [-17.8631, 26.8468, 6.3838], [-16.8825, 25.5761, 8.9915], [-16.2227, 25.4058, 7.5094], [-19.5195, 25.0247, 9.2651], [-20.2854, 24.6205, 7.7221], [-25.7898, 23.5703, 6.2928], [-24.8991, 23.8937, 7.4471], [-23.5048, 24.1002, 7.1769], [-23.2182, 24.9578, 6.0277], [-21.7512, 24.8512, 5.6346], [-22.7910, 24.6776, 8.3155], [-23.0013, 23.8614, 9.6410], [-25.3483, 22.8264, 5.6297], [-25.8394, 24.4514, 5.6530], [-26.8287, 23.3352, 6.5244], [-25.2846, 24.7722, 7.9646], [-25.0234, 23.1720, 8.2544], [-23.7140, 24.5327, 5.1550], [-23.5065, 25.9902, 6.2256], [-21.4362, 23.8078, 5.6186], [-21.6484, 25.2851, 4.6400], [-21.0524, 25.3519, 6.3048], [-23.0845, 25.7224, 8.4168], [-21.7195, 24.7792, 8.1432], [-24.0072, 24.0018, 10.0366], [-22.2921, 24.3368, 10.3186], [-22.7233, 22.8146, 9.5188]],
  "forces_ev_per_a": [[1.131, 0.831, 0.262], [0.346, 0.388, -2.995], [3.542, -0.750, -7.277], [0.720, 3.999, -2.316], [4.548, 2.394, -2.142], [0.245, -0.007, -0.431], [-0.231, 0.168, -0.016], [-0.233, 0.423, -0.085], [-0.488, 0.584, 0.393], [0.723, -0.137, -2.137], [1.837, -0.479, -2.465], [2.772, 1.622, -0.941], [0.088, -0.149, 0.033], [-0.679, 1.768, -0.158], [2.212, 0.182, 2.919], [0.552, 0.655, -1.466], [0.496, 0.885, 0.613], [-0.705, 0.724, 1.512], [4.075, 1.931, -0.417], [0.250, 0.442, 0.108], [-0.101, 0.190, 0.164], [0.406, 1.232, -0.632], [0.161, -0.146, 0.283], [0.252, 0.700, -0.235], [0.444, 0.115, -0.608], [-0.059, -0.089, -0.063], [0.154, -0.646, -0.033], [0.460, -1.113, -1.405], [0.284, -0.094, -1.280], [1.102, 0.034, 0.487], [-0.323, 0.192, -0.218], [3.333, -0.318, 0.114], [0.040, -0.264, 0.085], [0.017, -0.519, -2.028], [-0.114, -0.755, -1.606], [0.504, -0.040, -0.269], [0.337, -2.128, -2.566], [0.337, 0.070, -0.036], [-0.278, 0.189, -0.239], [0.861, -1.179, 2.497], [-0.064, 0.548, 1.668], [-1.811, 1.298, -0.870], [1.292, -1.065, -0.139], [-0.493, -0.255, 0.631], [0.532, -2.411, 2.748], [0.042, 0.116, -0.597], [-0.047, -0.082, 0.000], [0.527, -0.322, 0.904], [-0.708, -0.814, -0.001], [0.163, -0.887, -0.422], [-0.010, 0.037, 0.016], [-0.195, -0.974, -0.096], [-1.956, -0.474, 1.276], [-0.273, -1.813, 1.260], [-1.255, 0.028, 0.363], [-0.753, 0.009, -3.161], [-0.710, 0.391, -0.478], [-1.300, -0.285, -1.229], [-0.091, -0.594, -1.124], [-0.252, 0.159, -0.158], [0.578, 0.693, 0.495], [-0.479, 0.531, -0.504], [0.831, 0.362, 0.197], [-0.154, -0.508, 0.131], [0.055, -0.280, -0.583], [1.343, -0.489, 0.474], [-0.751, 0.271, -0.580], [0.937, 0.175, -2.521], [2.008, 2.093, 0.516], [0.886, 0.279, 2.054], [-0.094, 0.196, -0.174], [0.101, 1.253, -0.183], [-0.028, 0.195, -0.059], [-0.160, 0.095, -0.129], [-0.279, 0.979, -0.561], [2.027, -0.735, 0.832], [-0.342, -0.086, 0.512], [-0.330, -0.271, 0.664], [-0.617, 0.534, 0.546], [-0.456, 0.494, 1.378], [-0.986, 0.113, -0.016], [-6.816, 0.198, 10.643], [0.501, 0.382, 2.622], [-0.163, 0.414, 0.209], [-2.725, 0.304, -0.054], [-0.092, -0.232, -0.060], [-0.267, 0.015, -0.232], [-1.306, 0.692, 0.402], [-0.387, -0.452, -0.232], [0.060, 1.766, 0.491], [-0.362, 1.107, 0.140], [1.337, -1.101, -0.678], [-1.229, -0.046, 0.239], [-1.716, 1.213, 1.551], [-0.444, 1.967, 1.822], [1.569, -1.477, 1.248], [0.396, -0.361, -0.039], [2.341, -0.744, -0.086], [-0.280, -1.241, -0.313], [0.244, 0.085, -0.235], [-0.942, 0.790, 0.049], [-5.064, 0.662, 0.059], [-0.492, -0.008, 0.237], [0.866, -0.061, -0.048], [0.244, 0.564, -1.429], [-0.524, 0.234, 1.738], [1.048, -0.349, -0.418], [0.021, -1.984, -0.193], [-3.481, -4.251, 1.964], [-1.109, -1.249, 0.928], [0.646, 1.505, -0.978], [-0.126, -0.437, 0.236], [-0.178, 0.162, -0.092], [0.258, -0.243, 0.389], [-0.485, 0.830, -0.038], [0.294, -0.571, -0.234], [-0.428, 0.277, 0.071], [-0.549, -0.931, -1.012], [-0.214, -0.550, 0.002], [-4.072, -3.514, 1.964], [-0.533, -0.902, -0.151], [-0.712, -0.815, 0.725], [-0.706, -0.582, -0.139], [0.096, -0.263, 0.016], [-0.069, -0.248, 0.477], [-0.200, 0.039, -0.050]],
  "spin_multiplicity": 1,
  "total_charge": 0,
  "e_homo_ev": -7.94,
  "lumo_ev": 0.48
}